1.
The following is a quantum chemistry calculation of 2 unconnected molecules or ions with the total composition C33H45ClFNO10P2 in a non-equilibrium geometry, from the OMol25 dataset.

Each line ends with the Löwdin charge.
CARTESIAN COORDINATES (ANGSTROEM)
1 C -7.822 5.889 -2.110  -0.119
2 C -6.754 5.634 -0.981  -0.266
3 C -5.464 4.840 -1.476  -0.165
4 C -4.965 3.987 -0.227  -0.340
5 C -4.494 4.899 0.967  -0.079
6 C -3.959 2.858 -0.605  -0.139
7 C -2.589 2.873 -0.052  0.049
8 C -1.620 1.831 -0.328  -0.042
9 C -2.032 0.709 -1.202  -0.054
10 C -3.345 0.632 -1.795  -0.031
11 C -4.287 1.718 -1.472  -0.302
12 P -6.002 1.571 -2.258  0.603
13 O -7.019 1.533 -0.904  -0.358
14 Cl -6.129 -0.259 -3.284  0.182
15 C -0.890 -0.347 -1.445  -0.270
16 O -0.672 -0.650 -2.589  0.122
17 C -0.118 -0.752 -0.176  0.010
18 C 0.283 0.370 0.705  -0.044
19 C 1.031 0.213 1.923  0.053
20 C 1.401 -1.164 2.315  -0.121
21 C 2.181 -1.301 3.662  -0.167
22 C 3.715 -1.617 3.496  -0.181
23 C 4.375 -1.393 4.926  -0.195
24 C 5.798 -2.045 5.043  -0.183
25 N 6.347 -2.096 6.431  -0.122
26 C 5.770 -1.072 7.326  -0.099
27 C 7.780 -1.991 6.406  -0.482
28 C 8.549 -3.176 5.705  -0.005
29 O 8.410 -1.061 6.859  0.073
30 C 1.004 -2.301 1.479  -0.129
31 C 1.439 -3.715 1.966  -0.142
32 P 2.865 -4.359 0.921  0.558
33 O 2.497 -5.574 0.136  -0.303
34 O 3.540 -3.164 -0.009  -0.135
35 O 4.060 -4.851 1.997  -0.189
36 C 0.227 -2.096 0.230  -0.036
37 C -0.183 -3.362 -0.550  -0.288
38 C -1.269 -4.215 0.263  -0.017
39 F -0.675 -3.208 -1.845  -0.008
40 C -0.174 1.812 0.281  -0.280
41 O 0.515 2.789 0.401  0.122
42 H -7.490 6.800 -2.684  0.075
43 H -8.000 5.023 -2.791  0.070
44 H -8.782 6.172 -1.590  0.073
45 H -6.415 6.627 -0.574  0.103
46 H -7.246 5.111 -0.113  0.105
47 H -4.717 5.637 -1.755  0.124
48 H -5.732 4.205 -2.354  0.059
49 H -5.895 3.463 0.143  0.114
50 H -5.248 5.671 1.259  0.077
51 H -4.284 4.300 1.895  0.091
52 H -3.552 5.425 0.647  0.086
53 H -2.248 3.704 0.611  0.111
54 H -3.582 -0.220 -2.465  0.075
55 H -6.465 1.216 -0.163  0.052
56 H 1.300 1.073 2.570  0.125
57 H 2.016 -0.361 4.258  0.120
58 H 1.698 -2.139 4.236  0.117
59 H 3.822 -2.696 3.198  0.079
60 H 4.206 -0.961 2.730  0.127
61 H 4.364 -0.284 5.097  0.117
62 H 3.718 -1.898 5.690  0.121
63 H 5.714 -3.117 4.696  0.128
64 H 6.465 -1.517 4.305  0.134
65 H 4.723 -1.306 7.642  0.088
66 H 5.789 -0.036 6.877  0.098
67 H 6.370 -0.988 8.274  0.099
68 H 9.630 -3.083 5.960  0.084
69 H 8.391 -3.081 4.595  0.081
70 H 8.145 -4.135 6.110  0.084
71 H 1.828 -3.726 3.019  0.089
72 H 0.640 -4.492 1.917  0.090
73 H 4.260 -2.746 0.503  0.079
74 H 4.618 -5.485 1.503  0.084
75 H 0.720 -4.037 -0.610  0.119
76 H -1.364 -3.770 1.294  0.082
77 H -2.242 -4.290 -0.275  0.088
78 H -0.850 -5.248 0.434  0.084
79 C 0.186 -1.350 -6.249  -0.061
80 C 0.089 0.113 -5.863  -0.214
81 O 0.394 0.970 -6.974  0.035
82 C -0.558 1.073 -7.904  -0.601
83 O -1.631 0.525 -7.890  0.121
84 O -0.102 1.876 -8.877  0.000
85 C -0.986 1.988 -9.991  -0.049
86 H 1.166 -1.568 -6.680  0.081
87 H 0.028 -1.988 -5.379  0.077
88 H -0.557 -1.611 -7.004  0.073
89 H 0.827 0.332 -5.091  0.120
90 H -0.892 0.357 -5.450  0.120
91 H -1.983 2.300 -9.679  0.095
92 H -1.032 1.039 -10.527  0.098
93 H -0.580 2.745 -10.660  0.092

Computed properties:
- LUMO (eV) = -1.0
- SMILES = CCC[C@H](C)c1cc2c(cc1P(O)Cl)C(=O)c1c(cc(CCCCN(C)C(C)=O)c(CP(=O)(O)O)c1[C@@H](C)F)C2=O.CCOC(=O)OC
- E (eV) = -90734.410
- gap between HOMO and LUMO (eV) = 7.91

2.
The following is a quantum chemistry calculation of 12 unconnected molecules or ions with the total composition C33H45F9O30S3 in a non-equilibrium geometry, from the OMol25 dataset.

Each line ends with the Löwdin charge.
CARTESIAN COORDINATES (ANGSTROEM)
1 C 7.692 0.923 16.394  0.011
2 C 8.002 1.529 17.745  -0.301
3 O 8.454 0.474 18.566  0.150
4 C 8.637 -0.613 17.849  -0.607
5 O 9.088 -1.655 18.216  0.141
6 O 8.246 -0.424 16.574  0.056
7 F 6.890 2.072 18.335  0.064
8 H 8.293 1.416 15.674  0.100
9 H 6.665 0.800 16.118  0.139
10 H 8.801 2.299 17.683  0.143
11 C 18.279 -1.829 20.259  -0.023
12 C 17.517 -3.124 20.755  -0.282
13 O 16.351 -2.624 21.306  0.090
14 C 16.550 -1.290 21.690  -0.491
15 O 15.787 -0.765 22.405  0.200
16 O 17.644 -0.821 21.064  0.084
17 F 18.262 -3.587 21.821  0.043
18 H 18.163 -1.610 19.223  0.079
19 H 19.349 -1.878 20.563  0.155
20 H 17.311 -3.881 19.951  0.163
21 C 16.062 -4.039 15.616  -0.013
22 C 15.511 -4.140 17.059  -0.253
23 O 16.494 -3.432 17.807  0.060
24 C 17.689 -3.428 17.111  -0.523
25 O 18.733 -3.089 17.602  0.146
26 O 17.453 -3.632 15.798  0.061
27 F 15.565 -5.403 17.643  0.037
28 H 15.586 -3.209 15.028  0.147
29 H 16.106 -4.981 14.961  0.167
30 H 14.520 -3.622 17.189  0.141
31 C 14.357 -5.188 22.205  0.030
32 C 14.009 -5.150 20.697  -0.264
33 O 13.491 -3.889 20.410  0.102
34 C 13.225 -3.217 21.598  -0.542
35 O 12.715 -2.163 21.723  0.170
36 O 13.656 -3.936 22.644  0.082
37 F 13.000 -6.098 20.375  0.014
38 H 15.412 -5.184 22.384  0.121
39 H 13.980 -6.023 22.690  0.111
40 H 14.892 -5.335 20.015  0.163
41 C 11.239 4.817 17.140  -0.036
42 C 10.529 5.528 15.976  -0.219
43 O 10.884 6.921 16.156  0.157
44 C 11.760 7.029 17.137  -0.598
45 O 12.153 8.079 17.589  0.140
46 O 12.081 5.847 17.632  0.066
47 F 9.168 5.450 16.212  0.059
48 H 11.784 3.911 16.866  0.115
49 H 10.461 4.633 17.864  0.104
50 H 10.817 5.250 15.005  0.140
51 C 14.090 5.459 20.562  -0.048
52 C 15.053 5.689 19.416  -0.254
53 O 15.183 4.387 18.784  0.130
54 C 14.904 3.473 19.729  -0.569
55 O 15.301 2.366 19.669  0.168
56 O 14.156 4.047 20.703  0.079
57 F 16.259 6.015 19.959  0.066
58 H 13.148 5.930 20.503  0.108
59 H 14.614 5.934 21.429  0.158
60 H 14.790 6.445 18.701  0.160
61 C 16.457 1.668 16.760  -0.047
62 C 17.070 0.331 16.956  -0.300
63 O 16.955 -0.310 15.753  0.176
64 C 16.069 0.353 15.004  -0.554
65 O 15.529 -0.101 14.040  0.176
66 O 15.961 1.633 15.425  0.073
67 F 16.440 -0.313 18.015  0.035
68 H 17.134 2.476 16.835  0.133
69 H 15.644 1.878 17.509  0.130
70 H 18.053 0.312 17.367  0.165
71 C 13.590 0.895 23.091  -0.027
72 C 14.088 0.934 24.565  -0.255
73 O 12.882 1.417 25.220  0.138
74 C 11.999 1.848 24.313  -0.620
75 O 10.975 2.386 24.657  0.126
76 O 12.392 1.706 23.096  0.087
77 F 15.092 1.803 24.774  0.088
78 H 13.368 -0.128 22.727  0.115
79 H 14.320 1.360 22.430  0.124
80 H 14.347 -0.054 24.898  0.159
81 C 12.328 0.966 13.513  -0.064
82 C 13.016 2.130 14.072  -0.321
83 O 11.989 2.780 14.696  0.115
84 C 10.784 2.362 14.177  -0.533
85 O 9.751 2.896 14.401  0.171
86 O 10.974 1.342 13.345  0.108
87 F 13.530 3.012 13.125  0.062
88 H 12.231 0.131 14.224  0.136
89 H 12.616 0.521 12.584  0.148
90 H 13.776 1.841 14.748  0.113
91 C 10.174 5.355 21.001  -0.217
92 S 8.885 4.024 20.852  0.883
93 O 9.258 3.395 19.536  -0.574
94 C 9.589 2.970 22.081  -0.279
95 H 10.091 6.047 21.837  0.062
96 H 10.029 5.974 20.149  0.027
97 H 11.130 4.849 20.923  0.034
98 H 9.626 3.586 23.036  0.084
99 H 10.609 2.720 21.667  0.062
100 H 9.137 2.036 22.140  0.036
101 C 10.387 -2.968 14.977  -0.286
102 S 11.224 -4.439 15.423  0.855
103 O 12.626 -3.965 15.830  -0.573
104 C 10.276 -4.726 16.951  -0.221
105 H 9.285 -3.009 14.963  0.079
106 H 10.765 -2.644 13.998  0.059
107 H 10.698 -2.275 15.731  0.017
108 H 10.920 -5.366 17.532  0.046
109 H 9.311 -5.118 16.691  0.057
110 H 10.266 -3.802 17.481  0.023
111 C 11.999 1.352 18.586  -0.195
112 S 12.257 -0.011 17.400  0.830
113 O 13.386 0.346 16.534  -0.514
114 C 12.872 -1.220 18.596  -0.228
115 H 11.315 0.986 19.353  0.063
116 H 11.651 2.148 17.919  0.026
117 H 13.000 1.508 18.984  0.040
118 H 12.214 -1.373 19.463  0.053
119 H 13.862 -0.918 18.929  0.054
120 H 12.995 -2.180 18.002  0.050

Computed properties:
- LUMO (eV) = 0.4
- E (eV) = -153338.369
- gap between HOMO and LUMO (eV) = 9.75